The following is a quantum chemistry calculation of C3H9NS as an isolated structure, from OMol25.

Atoms and positions in Å:
1 C -0.545 2.413 -0.354
2 C -0.346 -0.323 0.242
3 C 0.160 -1.681 0.125
4 H -1.763 2.292 -0.404
5 H -0.373 2.131 0.981
6 H -0.196 3.508 -0.824
7 H 0.093 -0.168 1.303
8 H -1.353 -0.337 0.596
9 H 0.090 -2.238 1.147
10 H -0.621 -2.184 -0.453
11 H 2.116 -1.505 0.192
12 H 1.343 -0.784 -0.979
13 N 1.421 -1.903 -0.379
14 S -0.027 0.779 -1.195

Its net charge is 0. Its maximum force is 0.13231 hartree/bohr. The relative energy (zero: lowest compared OMol25 entry of this formula, charge and spin) comes out at 4.4643 eV.